ORCA calculation (ωB97M-V/def2-TZVPD) on a cluster of 2 separate species, C5H14 in total at a distorted geometry.

Structure (XYZ):
```
19
C5H14 ωB97M-V/def2-TZVPD
H -2.478 1.150 -1.659
H 0.139 0.607 0.289
H 0.689 -2.814 -0.114
C -1.346 2.106 -0.037
H -2.732 0.560 0.129
H 0.439 -1.817 1.257
H -1.234 3.193 -0.454
H -0.046 0.864 -1.465
H -3.357 1.976 -0.412
H 0.770 1.934 -0.450
C 1.107 -2.481 0.796
H 2.343 -0.826 0.004
H -1.314 2.238 1.107
H 1.386 -3.231 1.569
C 2.415 -1.880 0.249
C -2.531 1.384 -0.513
H 3.231 -1.827 0.933
C -0.075 1.359 -0.523
H 2.593 -2.497 -0.705
```

Output
gap between HOMO and LUMO (spin up / spin down)	2.68 / 11.52	eV
DFT total energy	-5409.1716	eV
net charge	-1
energy relative to the best compared isomer or geometry (same formula, charge and spin)	30.8	kcal/mol
lowest unoccupied orbital energy (spin up / spin down)	4.239 / 4.314	eV
HOMO energy (spin up / spin down)	1.55 / -7.21	eV
spin multiplicity	2